Below is a gas-phase ion, C6H8N (charge +1) at a distorted geometry, with properties calculated with ωB97M-V/def2-TZVPD.

Each line ends with the Mulliken charge.
Element x y z (Å)
C 1.16356 -1.99032 0.34236  -0.119
C 0.34525 -1.80546 -0.59721  0.020
C 0.34050 0.16445 0.41465  0.349
C 1.52327 -0.69624 1.03647  -0.319
C 0.17978 1.60367 0.52460  -1.087
C -1.65304 -0.52083 -1.36753  -0.819
N -0.37105 -0.72061 -0.61752  0.162
H 1.42399 -0.62163 2.16155  0.353
H 2.49658 -0.19476 0.97925  0.388
H 0.62332 1.77454 1.51654  0.345
H -0.83048 1.94011 0.61008  0.398
H 0.73246 2.23234 -0.22542  0.311
H -2.05492 -1.41837 -1.69821  0.385
H -1.48903 0.15672 -2.26818  0.327
H -2.43020 0.09641 -0.81143  0.308

Values from the calculation:
* LUMO energy (spin up / spin down): -6.1 / -6.1 eV
* HOMO level (spin up / spin down): -14.0 / -14.0 eV
* spin multiplicity: 1
* charge: +1
* structure (SMILES): CC1=[N+](C)C#CC1